1.
Formula: C4HNO2
Source: the OMol25 dataset
Level of theory: wB97M-V/def2-TZVPD

```
8
Properties=species:S:1:pos:R:3:nbo_charge:R:1
C -0.24 -1.21 -0.15 0.015
C 1.52 -1.12 -0.12 0.164
C 0.80 1.04 0.42 0.254
C -0.62 1.25 0.11 0.528
N -0.76 -0.09 -0.11 -0.321
O 1.58 0.10 0.27 -0.381
O -1.42 2.08 0.08 -0.505
H -0.86 -2.05 -0.50 0.246
```

## Properties
relative energy (zero: lowest compared OMol25 entry of this formula, charge and spin) = 146.99 kcal/mol
gap between HOMO and LUMO (spin up / spin down) = 7.44 / 7.44 eV

2.
Formula: C26H54N2O25S3
Source: the OMol25 dataset
Level of theory: wB97M-V/def2-TZVPD

```
110
Properties=species:S:1:pos:R:3:mulliken_charge:R:1
C -36.88 1.51 2.10 -0.512
N -38.22 1.63 1.41 0.654
C -39.37 1.63 2.48 -1.929
C -38.19 3.00 0.68 -1.561
C -38.54 0.48 0.52 0.252
C -37.56 0.41 -0.76 -0.735
O -37.97 -0.48 -1.79 -0.469
H -36.49 2.49 2.68 0.316
H -36.30 1.02 1.28 0.280
H -37.08 0.80 3.09 0.049
H -39.30 0.80 3.24 0.181
H -40.29 1.80 2.04 0.610
H -39.28 2.25 3.25 1.063
H -37.43 3.28 0.11 0.534
H -38.41 3.81 1.17 0.601
H -39.10 2.97 0.15 0.534
H -39.65 0.74 0.00 -0.050
H -38.61 -0.42 1.16 -0.132
H -36.48 0.10 -0.39 0.340
H -37.31 1.30 -1.08 0.604
H -38.92 -0.31 -1.93 0.304
N -40.67 -2.00 2.60 0.725
O -41.18 -2.32 3.72 -0.375
O -41.04 -0.94 1.97 -0.680
O -39.42 -2.38 2.31 -0.556
O -44.27 -4.68 -2.03 -0.560
S -45.11 -5.24 -1.02 1.111
O -45.38 -6.62 -1.11 -0.611
O -44.29 -4.96 0.36 -0.310
C -42.94 -5.10 0.41 -0.305
C -42.31 -4.64 1.75 0.030
C -46.56 -4.24 -0.83 -0.985
H -42.41 -4.38 -0.31 0.115
H -42.64 -6.17 0.03 0.323
H -42.97 -3.68 2.08 0.112
H -41.19 -4.31 1.72 -0.296
H -42.58 -5.36 2.63 0.137
H -47.20 -4.55 -0.09 0.421
H -47.26 -4.14 -1.74 0.358
H -46.42 -3.13 -0.57 0.280
O -38.00 -9.27 3.16 -0.634
S -37.49 -9.00 4.50 1.110
O -36.08 -9.09 4.76 -0.607
O -37.93 -7.39 4.71 -0.255
C -37.39 -6.39 3.71 -1.039
C -38.21 -5.11 3.98 -1.309
C -38.38 -9.81 5.91 -0.901
H -37.52 -6.75 2.80 0.730
H -36.44 -6.11 3.93 0.421
H -37.87 -4.61 3.38 1.165
H -38.04 -4.87 5.00 0.440
H -39.33 -5.24 3.72 -0.186
H -39.56 -9.59 5.99 0.209
H -37.84 -9.27 6.76 0.281
H -38.05 -10.73 5.72 0.559
O -41.14 3.97 4.05 -0.652
S -42.43 3.75 3.47 1.406
O -42.48 3.29 2.12 -0.623
O -43.09 2.52 4.40 -0.393
C -42.36 1.35 4.57 0.370
C -43.05 0.56 5.66 -1.048
C -43.47 5.12 3.70 -1.170
H -41.31 1.54 4.83 0.100
H -42.32 0.75 3.70 0.115
H -43.43 1.39 6.30 0.387
H -42.36 -0.09 6.25 0.172
H -43.85 0.03 5.03 0.250
H -44.52 4.71 3.78 0.322
H -43.38 5.87 2.92 0.349
H -43.28 5.58 4.52 0.484
C -39.24 -4.39 -0.35 0.487
C -37.88 -4.26 -0.87 0.117
O -37.82 -5.26 -1.86 -0.374
C -38.94 -6.03 -1.90 0.554
O -39.28 -6.92 -2.57 -0.525
O -39.86 -5.55 -1.03 -0.339
H -39.79 -3.45 -0.38 -0.159
H -39.31 -4.65 0.64 -0.068
H -37.12 -4.39 0.00 0.162
H -37.72 -3.28 -1.34 0.143
C -43.40 -1.24 -2.17 -0.292
C -42.46 -1.06 -0.99 -0.214
O -41.19 -1.08 -1.57 -0.017
C -41.25 -1.65 -2.73 0.709
O -40.24 -2.01 -3.25 -0.562
O -42.55 -1.94 -3.03 -0.378
H -43.66 -0.64 -3.04 0.298
H -44.34 -1.75 -1.85 -0.023
H -42.52 -1.71 -0.42 0.292
H -42.27 -0.01 -0.85 0.280
C -41.96 -5.62 5.44 0.495
C -42.27 -4.96 6.81 -0.183
O -41.75 -6.01 7.73 -0.340
C -41.26 -6.96 7.05 0.558
O -40.64 -7.88 7.46 -0.554
O -41.43 -6.85 5.73 -0.290
H -40.96 -5.00 4.92 -0.409
H -42.82 -5.50 4.79 0.312
H -43.45 -4.67 6.79 0.249
H -41.59 -4.22 7.05 0.161
C -39.04 -1.57 6.05 0.750
C -37.62 -1.73 6.51 -0.046
O -37.66 -1.15 7.77 -0.331
C -38.85 -0.56 8.04 0.628
O -39.10 0.18 9.03 -0.616
O -39.68 -0.79 7.04 -0.282
H -39.68 -2.41 5.84 0.002
H -38.99 -1.12 5.25 -0.473
H -36.83 -1.16 5.87 0.149
H -37.22 -2.80 6.49 0.203
```

## Properties
relative energy (zero: lowest compared OMol25 entry of this formula, charge and spin) = 102.76 kcal/mol
gap between HOMO and LUMO = 8.70 eV

3.
Formula: C41H44ClN2P2ReS
Source: the OMol25 dataset
Level of theory: wB97M-V/def2-TZVPD

```
92
Properties=species:S:1:pos:R:3:mulliken_spin:R:1
Re -0.17 0.15 -0.31 2.217
Cl 1.24 2.04 -1.05 0.125
P 1.12 -1.15 -1.58 0.052
P -0.94 1.57 1.24 0.215
C 0.97 -2.98 -1.42 0.004
C 2.94 -1.10 -1.45 -0.024
C 0.71 -0.90 -3.34 0.040
C -2.51 2.41 0.78 0.021
C -1.45 0.99 2.88 -0.018
C 0.22 2.89 1.72 -0.032
C 0.23 -3.74 -2.32 0.027
C 0.05 -5.11 -2.08 -0.001
C 0.55 -5.68 -0.92 0.010
C 1.30 -4.92 0.00 0.004
C 1.54 -3.57 -0.29 0.008
H -0.17 -3.26 -3.22 0.002
H -0.48 -5.71 -2.84 0.000
H 0.39 -6.75 -0.72 0.000
H 1.72 -5.37 0.90 0.000
H 2.21 -2.98 0.35 -0.001
C -0.64 -0.79 -3.72 0.045
C -0.98 -0.67 -5.08 -0.002
C 0.03 -0.60 -6.04 0.030
C 1.37 -0.65 -5.65 0.003
C 1.72 -0.76 -4.30 0.007
H -1.43 -0.77 -2.95 0.031
H -2.03 -0.63 -5.37 0.001
H -0.23 -0.55 -7.10 0.001
H 2.16 -0.62 -6.40 0.000
H 2.77 -0.76 -3.98 0.002
C 3.72 -2.19 -1.86 -0.006
C 5.11 -2.13 -1.77 0.003
C 5.74 -0.97 -1.30 0.003
C 4.97 0.12 -0.88 0.004
C 3.58 0.03 -0.93 0.021
H 3.24 -3.10 -2.23 0.000
H 5.69 -3.00 -2.08 0.000
H 6.83 -0.91 -1.26 0.000
H 5.44 1.04 -0.51 0.000
H 2.99 0.88 -0.58 0.013
C -0.70 1.27 4.02 0.004
C -1.14 0.77 5.26 -0.002
C -2.24 -0.09 5.30 0.005
C -2.96 -0.41 4.14 -0.002
C -2.58 0.17 2.93 -0.013
H 0.20 1.89 3.95 0.000
H -0.62 1.09 6.17 0.000
H -2.57 -0.50 6.26 0.000
H -3.86 -1.04 4.17 0.000
H -3.18 0.03 2.02 -0.008
C -2.84 2.50 -0.56 -0.026
C -3.98 3.17 -1.00 0.004
C -4.86 3.68 -0.04 0.011
C -4.57 3.55 1.32 0.010
C -3.39 2.93 1.74 0.006
H -2.20 2.03 -1.28 0.044
H -4.17 3.28 -2.07 0.001
H -5.77 4.18 -0.36 0.000
H -5.25 3.93 2.08 0.001
H -3.15 2.84 2.80 0.000
C -0.24 4.20 1.81 0.016
C 0.63 5.20 2.23 0.001
C 1.98 4.90 2.45 -0.001
C 2.46 3.60 2.28 0.007
C 1.57 2.59 1.92 -0.004
H -1.29 4.41 1.58 0.003
H 0.24 6.21 2.40 0.000
H 2.66 5.69 2.79 0.000
H 3.52 3.36 2.45 0.000
H 1.94 1.56 1.75 0.010
H -1.47 1.22 -2.57 -0.025
H -0.89 1.07 -2.01 0.077
C 0.13 -2.18 3.67 -0.017
N -0.90 -3.10 3.16 0.009
C -1.29 -4.22 4.02 0.002
C -1.44 -2.85 1.97 0.057
S -0.59 -1.56 1.02 -0.010
N -2.46 -3.48 1.36 0.015
C -3.32 -4.51 1.92 0.002
C -2.81 -3.10 0.00 0.005
H 0.41 -2.57 4.65 -0.002
H -0.25 -1.15 3.79 0.016
H 1.03 -2.14 3.04 -0.007
H -2.25 -4.01 4.54 0.000
H -1.29 -5.17 3.47 0.001
H -0.51 -4.29 4.78 -0.001
H -4.35 -4.14 1.94 0.000
H -3.26 -5.41 1.29 0.001
H -3.03 -4.76 2.94 0.000
H -3.06 -2.04 -0.10 -0.003
H -2.02 -3.34 -0.73 0.006
H -3.69 -3.70 -0.21 0.001
```

## Properties
gap between HOMO and LUMO (spin up / spin down) = 4.26 / 4.72 eV
charge = +3
2S+1 = 4

4.
Formula: C38H69N4O4PSbSi3Ti
Source: the OMol25 dataset
Level of theory: wB97M-V/def2-TZVPD

```
121
Properties=species:S:1:pos:R:3:mulliken_spin:R:1
Ti -0.84 -0.72 1.78 -0.007
C -2.91 0.08 4.56 -0.021
C -1.44 0.26 4.79 -0.025
C -0.99 0.92 5.90 0.096
C 0.40 0.91 6.20 0.136
C 1.22 0.14 5.44 -0.041
C 0.71 -0.56 4.33 0.271
N -0.61 -0.36 3.91 0.180
C 1.42 -1.57 3.62 -0.058
C 2.66 -2.17 3.94 0.259
C 3.06 -3.26 3.17 -0.053
C 2.27 -3.79 2.17 0.261
C 1.03 -3.16 1.91 -0.031
N 0.72 -2.03 2.57 0.171
C -0.05 -3.60 1.08 0.273
C -0.08 -4.89 0.52 -0.086
C -1.23 -5.39 -0.01 0.182
C -2.38 -4.56 0.00 0.087
C -2.31 -3.28 0.47 -0.019
C -3.52 -2.40 0.39 0.003
N -1.17 -2.75 1.01 0.176
H -3.49 0.92 4.95 -0.003
H -3.12 -0.06 3.51 0.020
H -3.23 -0.83 5.09 0.009
H -1.70 1.40 6.56 0.011
H 0.79 1.47 7.04 0.015
H 2.28 0.05 5.67 0.018
H 3.26 -1.81 4.76 0.023
H 4.02 -3.73 3.39 0.001
H 2.58 -4.67 1.62 0.034
H 0.82 -5.50 0.56 0.012
H -1.27 -6.39 -0.42 0.020
H -3.32 -4.92 -0.41 0.018
H -4.31 -2.90 -0.17 0.003
H -3.26 -1.46 -0.09 -0.008
H -3.89 -2.15 1.38 0.007
C 4.97 2.06 1.10 -0.001
C 3.70 1.29 1.45 -0.015
C 3.94 -0.20 1.29 0.047
C 3.25 1.63 2.87 0.037
O 2.73 1.72 0.46 -0.007
P 1.13 1.73 0.56 0.004
O 0.61 1.98 -0.81 0.005
O 0.71 0.48 1.31 0.002
O 0.77 2.91 1.57 -0.006
C 0.84 4.33 1.27 0.002
C 2.20 4.71 0.68 -0.001
C 0.65 4.99 2.63 -0.002
C -0.27 4.74 0.31 0.000
H 5.79 1.74 1.74 0.000
H 4.82 3.14 1.22 0.000
H 5.24 1.87 0.06 0.000
H 4.64 -0.55 2.05 -0.012
H 4.34 -0.41 0.31 0.001
H 3.00 -0.75 1.41 -0.012
H 4.03 1.32 3.57 -0.002
H 2.32 1.12 3.13 -0.015
H 3.09 2.71 2.98 -0.004
H 3.01 4.43 1.36 0.000
H 2.23 5.79 0.53 0.000
H 2.36 4.21 -0.28 0.000
H 1.44 4.69 3.32 0.001
H -0.31 4.69 3.06 0.001
H 0.66 6.08 2.53 0.000
H -0.15 4.24 -0.65 0.000
H -0.24 5.82 0.17 0.000
H -1.25 4.48 0.72 0.000
C -2.84 2.48 2.07 0.002
C -3.11 1.32 1.11 0.022
C -4.56 0.83 1.27 -0.005
C -2.91 1.80 -0.34 -0.003
N -2.15 0.27 1.35 0.018
H -3.48 3.34 1.82 0.000
H -1.80 2.77 2.02 -0.007
H -3.06 2.19 3.10 0.008
H -5.25 1.66 1.08 0.000
H -4.74 0.46 2.27 0.002
H -4.78 0.04 0.56 0.001
H -3.56 2.65 -0.57 0.000
H -3.12 0.99 -1.04 -0.001
H -1.87 2.10 -0.49 0.003
C 1.24 -3.93 -2.75 -0.001
Si 1.57 -2.11 -3.06 -0.021
C 2.91 -1.55 -1.88 -0.023
C 2.15 -1.94 -4.84 0.001
Sb -0.51 -0.76 -2.40 0.010
Si 0.01 1.29 -3.86 0.001
C 1.81 1.81 -3.69 0.000
C -1.11 2.71 -3.36 0.000
C -0.28 1.02 -5.71 0.000
Si -2.12 -1.87 -4.07 0.006
C -1.41 -2.44 -5.72 0.000
C -2.88 -3.39 -3.27 -0.011
C -3.52 -0.65 -4.38 0.000
H 2.10 -4.52 -3.06 0.001
H 0.36 -4.29 -3.30 0.001
H 1.05 -4.10 -1.69 0.006
H 3.83 -2.12 -2.02 -0.001
H 2.56 -1.72 -0.86 0.025
H 3.13 -0.49 -1.98 0.001
H 3.15 -2.36 -4.95 0.000
H 2.19 -0.89 -5.15 -0.001
H 1.48 -2.46 -5.52 0.000
H 2.06 1.92 -2.63 0.000
H 1.96 2.77 -4.18 0.000
H 2.48 1.08 -4.14 0.000
H -0.90 2.98 -2.32 0.000
H -2.17 2.43 -3.44 0.000
H -0.93 3.57 -4.00 0.000
H 0.43 0.31 -6.14 0.000
H -0.17 1.97 -6.23 0.000
H -1.29 0.65 -5.92 0.000
H -0.84 -3.37 -5.58 0.000
H -0.75 -1.71 -6.17 0.000
H -2.22 -2.66 -6.42 0.000
H -2.11 -4.07 -2.90 0.011
H -3.51 -3.94 -3.98 -0.001
H -3.49 -3.11 -2.41 -0.001
H -3.16 0.31 -4.76 0.000
H -4.05 -0.45 -3.45 0.000
H -4.24 -1.06 -5.10 0.000
```

## Properties
relative energy (zero: lowest compared OMol25 entry of this formula, charge and spin) = 5.28 kcal/mol
gap between HOMO and LUMO (spin up / spin down) = 4.82 / 7.68 eV
charge = -1
2S+1 = 3

- Number 3 is which compound?
  C41H44ClN2P2ReS